Record 1
DFT (ωB97M-V with the def2-TZVPD basis set) results for a single C2H4N4O molecule at a distorted geometry.

```
! RIJCOSX wB97M-V def2-TZVPD def2/J DEFGRID3
* xyz 0 1
N -3.063 0.214 0.266
C -1.991 0.493 -0.010
C -0.659 0.894 -0.363
N 0.358 -0.303 -0.116
N 1.637 0.112 0.265
N -0.060 -1.514 -0.243
O 0.756 -2.397 0.027
H -0.600 1.127 -1.429
H -0.301 1.727 0.236
H 1.667 0.334 1.262
H 2.255 -0.686 0.105
*
```

Its SMILES is N#CCN(N)N=O. The energy comes out at -372.7420 Ha. The orbital gap comes out at 10.2 eV. The highest occupied orbital energy is -9.690 eV. The LUMO energy comes out at 0.531 eV. As for the energy relative to the best compared isomer or geometry (same formula, charge and spin): 99.35 kcal per mole.

Atom charges from the Löwdin analysis, given in e for atoms 1 to 2: number 1, N, carries 0.17; number 2, C, carries -0.24


Record 2
DFT (ωB97M-V with the def2-TZVPD basis set) results for a single C2H4N4O molecule at a distorted geometry.

```
! RIJCOSX wB97M-V def2-TZVPD def2/J DEFGRID3
* xyz 0 1
N -0.378 -2.107 -0.821
C -0.054 -0.804 -0.516
N -1.047 0.065 -0.547
N -0.656 1.076 0.237
C 0.575 1.021 0.652
O 0.822 2.043 1.527
N 1.141 -0.356 -0.102
H -1.217 -2.149 -1.383
H 0.387 -2.628 -1.201
H -1.316 1.826 0.381
H 1.743 2.013 1.773
*
```

Its SMILES is Nc1n[nH]c(O)n1. The energy comes out at -372.8021 Ha. The orbital gap comes out at 8.9 eV. The highest occupied orbital energy is -8.339 eV. The LUMO energy comes out at 0.528 eV. As for the energy relative to the best compared isomer or geometry (same formula, charge and spin): 61.63 kcal per mole.

Atom charges from the Löwdin analysis, given in e for atoms 1 to 2: number 1, N, carries 0.12; number 2, C, carries -0.60


Record 3
DFT (ωB97M-V with the def2-TZVPD basis set) results for a single C2H4N4O molecule at a distorted geometry.

```
! RIJCOSX wB97M-V def2-TZVPD def2/J DEFGRID3
* xyz 0 1
C -0.560 -0.664 -0.342
C -0.696 0.656 0.008
N 1.548 -0.621 -0.118
N 0.565 1.366 -0.019
N 1.626 0.581 -0.045
N -1.152 -1.776 0.003
O -1.677 1.406 -0.006
H 0.704 2.269 0.402
H 2.517 0.996 -0.044
H -1.672 -1.729 0.854
H -1.202 -2.485 -0.692
*
```

The energy comes out at -372.7025 Ha. The orbital gap comes out at 8.6 eV. The highest occupied orbital energy is -7.800 eV. The LUMO energy comes out at 0.788 eV. As for the energy relative to the best compared isomer or geometry (same formula, charge and spin): 124.11 kcal per mole.

Atom charges from the Löwdin analysis, given in e for atoms 1 to 2: number 1, C, carries -0.10; number 2, C, carries -0.52


Record 4
DFT (ωB97M-V with the def2-TZVPD basis set) results for a single C2H4N4O2 molecule at a distorted geometry.

```
! RIJCOSX wB97M-V def2-TZVPD def2/J DEFGRID3
* xyz 0 1
N -2.219 0.118 0.175
N -1.284 -0.754 -0.153
C -0.042 -0.455 -0.070
C 0.990 -1.324 -0.428
N 2.121 -0.853 -0.005
O 1.781 0.363 0.851
N 0.485 0.782 0.410
O 0.579 1.518 -0.817
H -1.831 0.874 0.699
H -2.908 -0.465 0.904
H 1.030 -2.277 -0.908
H 1.298 2.472 -0.659
*
```

Its SMILES is N/N=c1/cnon1O. The energy comes out at -447.8596 Ha. The orbital gap comes out at 9.2 eV. The highest occupied orbital energy is -9.339 eV. The LUMO energy comes out at -0.093 eV. As for the energy relative to the best compared isomer or geometry (same formula, charge and spin): 152.34 kcal per mole.

Atom charges from the Löwdin analysis, given in e for atoms 1 to 2: number 1, N, carries 0.01; number 2, N, carries 0.01


Record 5
DFT (ωB97M-V with the def2-TZVPD basis set) results for a single C2H4N4O2 molecule at a distorted geometry.

```
! RIJCOSX wB97M-V def2-TZVPD def2/J DEFGRID3
* xyz 0 1
N -2.325 0.180 0.457
N -1.050 -0.114 -0.316
C -0.574 -1.411 -0.287
N 0.624 -1.601 -0.156
C 1.128 -0.270 0.115
O 2.300 0.037 0.462
N -0.024 0.573 -0.019
O 0.289 1.895 -0.379
H -2.540 1.236 0.173
H -1.985 0.565 1.481
H -1.324 -2.293 -0.420
H 1.237 1.866 -0.624
*
```

Its SMILES is Nn1cnc(=O)n1O. The energy comes out at -447.9468 Ha. The orbital gap comes out at 9.3 eV. The highest occupied orbital energy is -9.311 eV. The LUMO energy comes out at 0.031 eV. As for the energy relative to the best compared isomer or geometry (same formula, charge and spin): 97.67 kcal per mole.

Atom charges from the Löwdin analysis, given in e for atoms 1 to 2: number 1, N, carries 0.06; number 2, N, carries -0.15


Record 6
DFT (ωB97M-V with the def2-TZVPD basis set) results for a molecular structure, C2H4N4OS at a distorted geometry.

```
! RIJCOSX wB97M-V def2-TZVPD def2/J DEFGRID3
* xyz 0 1
C 0.033 0.457 0.310
C -1.413 0.967 0.186
H 3.059 1.098 1.516
H -1.821 1.705 0.833
H -1.126 -0.450 -2.396
H -0.198 -1.769 0.605
N 0.842 0.643 1.244
N -1.912 0.183 -0.757
N -1.057 -0.694 -1.322
N 0.465 -0.472 -0.837
O 0.608 -1.805 -0.301
S 2.521 0.136 0.920
*
```

The energy comes out at -770.8245 Ha. The orbital gap comes out at 8.9 eV. The highest occupied orbital energy is -9.147 eV. The LUMO energy comes out at -0.211 eV. As for the energy relative to the best compared isomer or geometry (same formula, charge and spin): 134.02 kcal per mole.

Atom charges from the Löwdin analysis, given in e for atoms 1 to 2: number 1, C, carries -0.45; number 2, C, carries -0.02


Record 7
DFT (ωB97M-V with the def2-TZVPD basis set) results for a molecular structure, C2H4N6 at a distorted geometry.

```
! RIJCOSX wB97M-V def2-TZVPD def2/J DEFGRID3
* xyz 0 1
C -0.021 0.431 0.609
C 0.392 -0.600 -1.446
H -2.304 0.014 0.496
H -2.526 -0.272 2.650
H -0.068 -1.064 -2.223
H 2.581 -0.746 -2.036
N -2.012 0.300 1.746
N -0.801 0.663 1.658
N -0.530 -0.314 -0.536
N 1.730 0.047 -1.480
N 2.134 0.747 -0.174
N 1.425 0.795 0.736
*
```

The energy comes out at -406.8808 Ha. The orbital gap comes out at 8.0 eV. The highest occupied orbital energy is -7.909 eV. The LUMO energy comes out at 0.109 eV. As for the energy relative to the best compared isomer or geometry (same formula, charge and spin): 148.19 kcal per mole.

Atom charges from the Löwdin analysis, given in e for atoms 1 to 2: number 1, C, carries -0.34; number 2, C, carries -0.18


Record 8
DFT (ωB97M-V with the def2-TZVPD basis set) results for a single C2H4N6 molecule at a distorted geometry.

```
! RIJCOSX wB97M-V def2-TZVPD def2/J DEFGRID3
* xyz 0 1
N -1.561 1.745 0.842
N -1.746 1.207 -0.365
C -1.096 0.211 -0.897
N 0.017 -0.379 -0.346
N 0.731 -1.316 -0.930
C 1.778 -1.402 -0.122
N 1.640 -0.572 0.915
N 0.599 0.107 0.693
H -0.823 1.352 1.483
H -2.219 2.431 1.196
H -1.440 -0.164 -1.890
H 2.619 -2.018 -0.335
*
```

Its SMILES is N/N=C\n1ncnn1. The energy comes out at -407.0589 Ha. The orbital gap comes out at 9.5 eV. The highest occupied orbital energy is -8.849 eV. The LUMO energy comes out at 0.604 eV. As for the energy relative to the best compared isomer or geometry (same formula, charge and spin): 36.37 kcal per mole.

Atom charges from the Löwdin analysis, given in e for atoms 1 to 2: number 1, N, carries 0.00; number 2, N, carries -0.03


Record 9
DFT (ωB97M-V with the def2-TZVPD basis set) results for a single C2H4N6 molecule at a distorted geometry.

```
! RIJCOSX wB97M-V def2-TZVPD def2/J DEFGRID3
* xyz 0 1
N -1.394 -0.219 -2.941
N -0.622 0.047 -1.821
C -0.478 -0.761 -0.805
N 0.260 -0.173 0.330
N 0.445 -0.962 1.455
C 0.793 -0.027 2.369
N 1.022 1.151 1.704
N 0.543 1.111 0.453
H -2.027 -0.974 -3.037
H -1.743 0.707 -3.358
H -1.019 -1.700 -0.654
H 1.127 0.012 3.404
*
```

Its SMILES is N/N=C/n1ncnn1. The energy comes out at -407.0249 Ha. The orbital gap comes out at 9.6 eV. The highest occupied orbital energy is -9.236 eV. The LUMO energy comes out at 0.339 eV. As for the energy relative to the best compared isomer or geometry (same formula, charge and spin): 57.72 kcal per mole.

Atom charges from the Löwdin analysis, given in e for atoms 1 to 2: number 1, N, carries -0.01; number 2, N, carries -0.04


Record 10
DFT (ωB97M-V with the def2-TZVPD basis set) results for a single C2H4N6 molecule at a distorted geometry.

```
! RIJCOSX wB97M-V def2-TZVPD def2/J DEFGRID3
* xyz 0 1
N 2.736 -0.075 0.036
C 1.302 0.056 -0.192
N 0.792 1.246 -0.291
N -0.609 1.277 -0.095
C -1.307 0.152 -0.146
N -2.614 -0.009 0.104
N -0.603 -1.044 -0.299
N 0.623 -1.070 -0.290
H 3.310 0.790 0.316
H 2.938 -0.941 0.683
H -3.180 -1.062 0.472
H -3.389 0.679 -0.298
*
```

Its SMILES is Nc1nnc(N)nn1. The energy comes out at -407.0223 Ha. The orbital gap comes out at 8.5 eV. The highest occupied orbital energy is -8.776 eV. The LUMO energy comes out at -0.302 eV. As for the energy relative to the best compared isomer or geometry (same formula, charge and spin): 59.38 kcal per mole.

Atom charges from the Löwdin analysis, given in e for atoms 1 to 2: number 1, N, carries 0.05; number 2, C, carries -0.49


Record 11
DFT (ωB97M-V with the def2-TZVPD basis set) results for a molecular structure, C2H4N6 at a distorted geometry.

```
! RIJCOSX wB97M-V def2-TZVPD def2/J DEFGRID3
* xyz 0 1
C -1.068 -0.197 -0.036
C 2.275 -0.659 0.081
H -2.502 1.237 0.253
H -0.754 1.789 0.342
H -2.704 -1.074 -0.433
H 3.149 -1.058 0.558
N -1.508 1.063 0.205
N -1.674 -1.325 -0.309
N 0.423 -0.162 -0.139
N 1.098 -1.166 0.127
N 2.267 0.640 -0.230
N 0.997 0.913 -0.418
*
```

The energy comes out at -407.0790 Ha. The orbital gap comes out at 10.6 eV. The highest occupied orbital energy is -9.940 eV. The LUMO energy comes out at 0.699 eV. As for the energy relative to the best compared isomer or geometry (same formula, charge and spin): 23.78 kcal per mole.

Atom charges from the Löwdin analysis, given in e for atoms 1 to 2: number 1, C, carries -0.43; number 2, C, carries -0.22


Record 12
DFT (ωB97M-V with the def2-TZVPD basis set) results for a single C2H4N6O molecule at a distorted geometry.

```
! RIJCOSX wB97M-V def2-TZVPD def2/J DEFGRID3
* xyz 0 1
N -0.957 -1.376 -0.862
C -0.153 -0.581 -0.195
N 1.067 -0.856 0.091
O 1.776 -2.085 -0.244
C -0.425 1.095 0.244
N -1.600 1.667 -0.003
N -1.445 2.852 0.557
N -0.263 3.020 1.097
N 0.431 1.889 0.901
H -1.746 -0.841 -1.209
H -0.530 -2.155 -1.350
H 1.812 -0.242 0.325
H 2.033 -2.387 0.649
*
```

Its SMILES is NC(NO)=C1N=NN=N1. The energy comes out at -482.2323 Ha. The orbital gap comes out at 9.0 eV. The highest occupied orbital energy is -9.381 eV. The LUMO energy comes out at -0.362 eV. As for the energy relative to the best compared isomer or geometry (same formula, charge and spin): 61.36 kcal per mole.

Atom charges from the Löwdin analysis, given in e for atoms 1 to 2: number 1, N, carries 0.21; number 2, C, carries -0.19